Below is a structure of composition C45H34CuN3P2S2Te, with properties calculated with the ωB97M-V functional and the def2-TZVPD basis.

Computed properties:
Total energy: -5287.12455 Ha
HOMO level: -1.653 eV
Kohn-Sham gap: 5.48 eV
Energy above the lowest of the compared OMol25 structures with the same formula, charge and spin: 0.999 eV
Lowest unoccupied orbital energy: 3.82 eV

The geometry in ORCA input format:
```
! RIJCOSX wB97M-V def2-TZVPD def2/J DEFGRID3
* xyz -2 1
Cu -0.620 0.009 -0.119
S -3.077 -0.929 2.292
C -3.279 0.484 1.409
N -2.391 1.155 0.690
C -2.903 2.365 0.255
C -2.182 3.365 -0.392
C -2.813 4.530 -0.792
C -4.170 4.733 -0.543
C -4.898 3.764 0.134
C -4.261 2.600 0.534
S -4.872 1.260 1.445
H -1.124 3.236 -0.577
H -2.233 5.286 -1.307
H -4.653 5.647 -0.864
H -5.947 3.915 0.358
Te 2.370 0.179 -3.600
C 3.266 1.830 -4.556
C 3.055 2.080 -5.908
C 3.643 3.190 -6.491
N 4.419 4.056 -5.840
C 4.615 3.804 -4.546
C 4.072 2.729 -3.866
C 2.654 0.851 -1.616
P 3.186 -0.681 -0.743
C 3.474 -0.134 0.996
C 2.592 -0.664 1.933
C 2.670 -0.302 3.273
C 3.651 0.582 3.692
C 4.547 1.107 2.767
C 4.451 0.758 1.431
C 4.919 -0.816 -1.368
C 5.426 -2.094 -1.578
C 6.718 -2.286 -2.051
C 7.523 -1.192 -2.329
C 7.025 0.092 -2.138
C 5.736 0.272 -1.664
P 1.050 1.436 -0.983
C 0.569 2.631 -2.297
C 1.262 3.805 -2.566
C 0.910 4.605 -3.645
C -0.144 4.240 -4.468
C -0.858 3.079 -4.197
C -0.502 2.287 -3.119
C 1.536 2.589 0.378
C 2.722 3.317 0.358
C 3.013 4.226 1.363
C 2.125 4.407 2.415
C 0.955 3.663 2.462
C 0.665 2.758 1.450
H 2.422 1.434 -6.505
H 3.471 3.399 -7.543
H 5.243 4.514 -4.014
H 4.226 2.591 -2.803
H 1.823 -1.358 1.603
H 1.961 -0.713 3.980
H 3.716 0.870 4.734
H 5.308 1.809 3.087
H 5.139 1.195 0.717
H 4.789 -2.947 -1.374
H 7.090 -3.291 -2.210
H 8.530 -1.335 -2.702
H 7.638 0.954 -2.371
H 5.331 1.272 -1.564
H 2.087 4.102 -1.933
H 1.477 5.504 -3.854
H -0.405 4.854 -5.321
H -1.693 2.792 -4.823
H -1.061 1.383 -2.903
H 3.425 3.131 -0.447
H 3.944 4.780 1.335
H 2.353 5.114 3.203
H 0.265 3.779 3.289
H -0.246 2.169 1.495
C -0.780 -2.037 -0.419
C -0.311 -3.029 0.515
C 1.020 -3.507 0.474
C 1.479 -4.466 1.346
C 0.631 -5.013 2.317
C -0.695 -4.561 2.375
C -1.148 -3.602 1.502
C 1.093 -6.032 3.203
N 1.466 -6.859 3.917
H -1.861 -2.108 -0.571
H -0.244 -2.118 -1.374
H 1.690 -3.085 -0.265
H 2.508 -4.803 1.284
H -1.368 -4.977 3.116
H -2.174 -3.260 1.563
*
```